ORCA calculation (the ωB97M-V functional and the def2-TZVPD basis) on C30H39Cl5NRuSi2Te as an isolated structure.

```
79
Properties=species:S:1:pos:R:3:forces:R:3
Ru 0.024 -0.983 0.099 -0.022 0.068 -0.461
C -0.352 0.190 1.775 0.212 -0.292 -0.051
Si -0.550 1.926 1.051 0.009 -0.034 -0.031
C -1.403 1.536 -0.597 0.045 -0.044 0.109
N -0.611 0.615 -1.465 -0.076 -0.072 0.083
C 0.480 1.408 -2.119 0.114 0.041 0.031
C 0.753 0.943 -3.539 -0.006 -0.055 0.017
C -0.447 1.260 -4.437 -0.010 -0.048 0.020
C -1.757 1.021 -3.664 0.042 -0.017 -0.004
C -1.514 0.053 -2.516 -0.012 0.008 -0.021
C 1.088 2.803 0.881 -0.084 -0.022 -0.035
C 2.268 2.256 1.384 -0.022 -0.027 0.038
C 3.484 2.908 1.228 0.023 0.020 0.008
C 3.535 4.128 0.572 0.002 -0.004 0.002
C 2.368 4.700 0.081 0.000 0.014 -0.006
C 1.158 4.043 0.238 -0.006 -0.011 -0.051
C -1.733 2.902 2.113 0.041 -0.053 -0.069
C -3.081 2.541 2.193 -0.020 -0.040 0.006
C -3.965 3.248 2.992 -0.013 0.001 0.000
C -3.512 4.334 3.730 0.011 0.000 -0.001
C -2.177 4.703 3.669 -0.008 0.011 0.004
C -1.295 3.992 2.867 0.043 0.023 -0.001
H -1.296 -0.052 2.265 -0.014 0.020 0.030
H 0.425 0.091 2.533 0.013 -0.002 0.006
H -1.723 2.423 -1.155 0.039 0.025 0.005
H -2.317 1.004 -0.310 -0.011 0.041 0.016
H 1.373 1.379 -1.492 -0.044 0.001 -0.013
H 0.175 2.460 -2.153 0.015 0.001 -0.019
H 0.951 -0.133 -3.543 0.037 0.042 0.017
H 1.656 1.429 -3.908 0.004 0.002 -0.003
H -0.408 0.639 -5.332 -0.017 -0.004 -0.008
H -0.395 2.297 -4.773 0.006 0.004 0.008
H -2.533 0.615 -4.314 0.007 -0.003 -0.007
H -2.154 1.959 -3.271 0.003 0.019 -0.001
H -1.075 -0.868 -2.899 -0.009 0.031 0.002
H -2.445 -0.218 -2.023 -0.031 -0.026 0.014
H 2.245 1.312 1.918 0.003 -0.011 -0.003
H 4.389 2.468 1.629 0.009 -0.005 0.004
H 4.480 4.641 0.454 0.012 0.005 -0.003
H 2.403 5.659 -0.417 -0.001 0.011 -0.005
H 0.254 4.507 -0.144 -0.010 0.009 -0.006
H -3.456 1.690 1.633 -0.007 -0.010 -0.011
H -5.005 2.955 3.041 -0.007 -0.004 -0.002
H -4.200 4.888 4.353 -0.002 0.002 0.005
H -1.820 5.545 4.247 0.003 0.005 0.002
H -0.255 4.292 2.828 0.009 0.005 -0.001
Cl 2.647 -1.823 2.833 -0.115 0.118 -0.070
C 1.088 -2.604 2.748 -0.133 0.106 -0.093
C 0.156 -2.254 1.758 0.131 -0.070 0.260
C -1.127 -2.692 2.073 0.154 0.037 -0.018
Cl -2.352 -2.022 1.017 -0.017 0.222 -0.046
C -1.502 -3.527 3.106 0.015 -0.023 0.006
Cl -3.132 -4.016 3.297 -0.012 0.005 0.004
C -0.502 -3.973 3.966 0.012 -0.006 0.013
Cl -0.874 -5.066 5.229 -0.019 -0.020 0.021
C 0.789 -3.475 3.803 -0.015 -0.028 -0.015
Cl 2.005 -3.928 4.925 -0.006 -0.033 0.037
C -0.338 -4.746 -0.137 0.015 0.081 -0.081
Si -0.564 -3.137 -1.068 -0.077 -0.100 0.231
C 0.579 -3.185 -2.570 0.019 0.165 0.089
C -2.287 -3.088 -1.851 0.033 -0.081 -0.001
H -0.496 -5.555 -0.855 0.006 -0.007 -0.051
H -1.053 -4.889 0.670 -0.036 0.020 0.010
H 0.666 -4.859 0.272 0.008 0.042 0.025
H 0.409 -4.185 -2.983 -0.065 -0.015 -0.024
H 1.642 -3.096 -2.386 0.115 -0.042 0.076
H 0.295 -2.469 -3.343 0.030 0.024 0.025
H -2.775 -4.044 -1.641 -0.025 -0.015 0.027
H -2.208 -2.992 -2.935 0.038 -0.027 -0.034
H -2.957 -2.309 -1.497 0.039 -0.025 -0.048
C 3.349 -0.898 -2.280 -0.120 0.013 -0.069
Te 2.631 -0.999 -0.271 -0.128 0.023 0.324
C 3.257 -3.016 0.013 -0.026 -0.011 -0.123
H 4.332 -1.362 -2.232 0.012 -0.002 -0.002
H 3.466 0.147 -2.556 -0.050 -0.008 0.038
H 2.728 -1.416 -3.005 -0.001 0.018 0.071
H 3.178 -3.561 -0.920 -0.025 -0.037 -0.155
H 2.626 -3.471 0.769 -0.014 0.005 -0.068
H 4.290 -3.002 0.349 -0.011 0.043 0.025
```
Positions in Å, forces in eV/Å.

* orbital gap: 6.79 eV
* 2S+1: 1
* lowest unoccupied orbital energy: -4.33 eV
* HOMO energy: -11.12 eV
* energy above the lowest of the compared OMol25 structures with the same formula, charge and spin: 74.9 kJ/mol
* charge: +1
* E_tot: -121469.6649 eV